(1)
A molecular structure, C34H40F5O3RhSe. Source: OMol25; level of theory: ωB97M-V/def2-TZVPD.

Geometry (Å):
C -2.46870 -1.83140 -1.60648
H -1.59710 -2.23099 -5.47347
H 4.97417 4.34862 1.52602
H -2.35411 -5.07962 0.64553
C -2.25710 -0.43193 0.35790
H -0.50309 -1.69309 -4.19412
H -3.51077 -1.95397 2.26944
O -1.92823 1.55585 -2.59196
F 2.96224 -2.17164 -5.36658
C -1.03692 -2.90779 1.51190
H -2.53184 -0.14987 -5.91986
C -2.40810 -4.25488 -0.06546
H 2.83575 1.85476 3.27912
C 1.32795 0.51644 -3.58145
C 1.93637 -0.18158 -4.60681
H -1.01678 -3.75880 2.19526
F 1.32399 -1.94286 -0.95370
C -2.19582 0.55359 -1.88109
C 1.90976 1.97934 2.73645
C 4.28667 1.73693 1.03833
H -3.54420 -3.71519 2.31382
H 3.34954 4.98531 1.81554
C 0.78229 2.82780 0.80170
C 2.07630 0.75262 5.33629
C 1.10277 -0.00885 -2.30078
C -3.54493 -2.84962 1.64927
C 1.98775 2.60340 1.49027
C 1.54291 -1.33651 -2.13100
H 4.44613 1.38288 2.05665
H -2.21003 -0.33167 1.43350
C -3.97014 -1.60092 -4.20517
H -0.94516 -2.00047 2.10714
C 0.73813 1.51787 3.32170
H -1.38206 1.32325 2.97851
C 2.36526 -1.47739 -4.39052
C 0.68798 0.88603 4.71074
O 0.71624 3.56431 -0.30949
H -4.13031 -2.51879 -3.63872
C -0.17606 1.75913 5.62963
C -2.17712 0.66999 -0.42391
C -2.56421 -1.02283 -3.97239
C -2.35502 -1.72289 -0.21800
C 3.38466 2.98123 0.97408
H 4.03159 3.77480 2.90484
F 0.89300 1.79297 -3.82555
O 0.50345 0.64806 -1.35731
H 0.24163 2.76322 5.71619
C -0.43284 1.66228 2.58219
C 0.07142 -0.51606 4.61777
H -3.13628 0.96703 -4.69247
H 5.26546 1.97123 0.61563
F 2.55167 -3.30538 -2.92251
H -4.74039 -0.88381 -3.91692
H -1.57339 -4.36189 -0.75963
C -2.42203 -0.75926 -2.47087
C 3.41867 3.46494 -0.48001
H 0.62491 -1.13686 3.91247
H 0.08885 -1.00506 5.59390
H -4.09865 -1.83050 -5.26415
H 2.55711 1.72390 5.46313
C -2.34117 -2.93329 0.69787
H 3.01069 2.71069 -1.15605
H -1.40971 0.63515 -4.80962
H -1.63670 -3.01731 -3.89917
H 3.85023 0.91991 0.46102
C 2.16140 -2.04679 -3.13967
C -1.51086 -2.05724 -4.39969
H -0.96975 -0.47367 4.29238
H -2.58071 -2.81932 -2.02797
Se -2.00241 2.44390 0.30264
C -2.40009 0.19205 -4.89113
H 2.73066 0.12223 4.73162
H -3.34189 -4.36023 -0.62090
H 1.98924 0.29559 6.32298
H -0.23233 1.32273 6.62908
H 4.46023 3.64035 -0.75869
C -0.39731 2.27431 1.34480
F 2.10842 0.39384 -5.79939
H -0.16886 -2.96655 0.85623
C 3.96823 4.08758 1.86170
H 2.86056 4.38548 -0.62351
Rh -0.24359 2.64744 -1.78076
H -1.19294 1.85274 5.24655
H -4.48460 -2.84499 1.09513

DFT total energy in eV: -123988.700
E_HOMO (alpha / beta) in Ha: -0.28210 / -0.29219
Kohn-Sham gap (alpha / beta) in eV: 7.99 / 5.35
Spin multiplicity: 5
LUMO energy (alpha / beta) in eV: 0.3096 / -2.5984

The Mulliken scheme yields these atomic charges, measured in e: -0.500, 0.548, 0.462, 0.457, -0.187, 0.284, 0.270, -1.194, -0.341, -1.305, 0.491, -2.224, 0.337, -0.204, 0.360, 0.513, -0.358, 2.082, 0.275, -1.600, 0.475, 0.359, 2.081, -2.207, 0.217, -1.775, -0.659, -0.373, 0.321, 0.180, -1.796, 0.106, -0.988, 0.699, 0.633, 1.909, -1.339, 0.295, -1.762, -0.272, 1.967, -0.084, 1.940, 0.300, -0.562, 0.890, 0.386, -0.068, -1.694, 0.372, 0.493, -0.337, 0.390, 0.366, -0.348, -1.782, 0.331, 0.544, 0.474, 0.401, 2.135, 0.117, 0.207, 0.351, 0.258, 0.371, -1.772, 0.286, 0.491, 0.170, -1.888, 0.401, 0.410, 0.454, 0.449, 0.488, -0.480, -0.341, 0.214, -1.740, 0.347, 0.112, 0.316, 0.393

---

(2)
2 unconnected molecules or ions with the total composition C4H9BrO2S in a non-equilibrium geometry. Source: OMol25; level of theory: ωB97M-V/def2-TZVPD.

Geometry (Å):
C 2.17422 -1.42685 0.03330
H 1.60163 -2.35212 -0.00032
H -3.85454 1.04633 0.15988
H 1.66614 -1.12629 2.14387
C -1.57973 0.25114 -1.49931
S -1.63554 1.10169 0.14313
H -2.23877 -0.60850 -1.47173
H 3.22788 -1.69045 0.13525
O -1.68974 0.01064 1.10160
H 1.16186 1.23172 2.07362
H -0.56260 -0.06815 -1.68745
C 1.74789 -0.60495 1.19816
Br 1.53671 1.77233 -0.34864
H 2.04692 -0.88731 -0.90245
C 1.46875 0.68519 1.19909
H -1.89058 0.96018 -2.25629
O -3.18049 1.70540 -0.02171

DFT total energy in eV: -89265.214
E_HOMO in Ha: -0.33396
Kohn-Sham gap in eV: 9.79
LUMO energy in eV: 0.7026

The Mulliken scheme yields these atomic charges, measured in e: -1.052, 0.267, 0.322, 0.327, -0.790, 0.611, 0.330, 0.309, -0.553, 0.424, 0.220, 0.315, -0.179, 0.310, -0.711, 0.340, -0.492

---

(3)
A single C7H8 molecule. Source: OMol25; level of theory: ωB97M-V/def2-TZVPD.

Geometry (Å):
H 1.47342 0.19044 -0.77428
H 1.29810 0.64257 1.78833
H -0.77270 -0.24853 -1.67102
H 0.34878 -3.75089 1.20453
H -0.25077 0.44373 2.62410
C 0.15659 -2.71715 1.01729
C -0.26882 0.79154 -1.87104
C -0.29685 -0.12562 0.52267
H -0.01952 1.79889 1.48871
C -0.41799 1.18391 -3.11063
H -0.41471 2.24735 -3.35822
C 0.21346 0.74734 1.68129
C -0.05870 -1.55237 0.79924
C 0.38819 0.31492 -0.75648
H -1.37848 0.03387 0.41550

DFT total energy in eV: -7381.299
E_HOMO in Ha: -0.29396
Kohn-Sham gap in eV: 7.91
LUMO energy in eV: -0.0871

The Mulliken scheme yields these atomic charges, measured in e: 0.363, 0.356, 0.258, 0.436, 0.384, 0.185, -0.249, 0.423, 0.381, -0.518, 0.187, -1.504, -0.761, -0.253, 0.313

---

(4)
A molecular structure, ClFeO4 in a non-equilibrium geometry. Source: OMol25; level of theory: ωB97M-V/def2-TZVPD.

Geometry (Å):
O -1.13519 19.08250 14.28885
Cl -0.43861 20.36751 14.45036
Fe 1.54040 22.01131 15.84247
O -0.60252 20.95308 15.73840
O 0.89860 20.07989 14.44304
O -0.77726 21.37007 13.43624

DFT total energy in eV: -55088.529
E_HOMO (alpha / beta) in Ha: -0.34527 / -0.40059
Kohn-Sham gap (alpha / beta) in eV: 8.95 / 8.40
Spin multiplicity: 6
LUMO energy (alpha / beta) in eV: -0.4426 / -2.5022

The Mulliken scheme yields these atomic charges, measured in e: -0.578, 1.817, 0.617, -0.665, -0.643, -0.547

---

Q: Number 2 is which compound?
A: C4H9BrO2S

---

Q: What is the DFT total energy in the first record?
A: -123988.700 eV

---

Q: The highest DFT total energy belongs to which entry?
A: C7H8